76
Properties=species:S:1:pos:R:3:lowdin_charge:R:1 method="wB97M-V/def2-TZVPD" lumo_energy_ev="-6.70 / -6.72" orbital_gap_ev="6.4 / 6.4" e_homo_ev="-13.12 / -13.17" molar_mass_g_mol=870.70 total_charge=+2
W 0.523 0.701 0.135 0.7071
S 0.002 2.955 0.671 0.7359
C 0.624 3.356 2.264 -0.6221
C 0.122 4.458 2.949 -0.0803
C 0.596 4.748 4.219 -0.0400
C 1.577 3.958 4.805 -0.0446
C 2.105 2.876 4.117 -0.0689
C 1.610 2.579 2.857 -0.5195
S 2.282 1.271 1.862 0.9555
C 1.947 -0.172 2.922 -0.3249
C 1.888 -1.377 2.044 -0.3285
C 2.612 -2.509 2.355 0.0261
C 2.472 -3.644 1.572 0.0193
C 1.536 -3.625 0.556 0.0238
C 0.831 -2.461 0.294 -0.2930
C -0.306 -2.527 -0.680 -0.2913
S -0.717 -0.896 -1.369 1.0182
C -2.427 -0.647 -0.897 -0.4889
C -3.391 -0.928 -1.854 -0.0633
C -4.727 -0.651 -1.591 -0.0299
C -5.088 -0.072 -0.386 -0.0230
C -4.125 0.199 0.579 -0.0551
C -2.797 -0.096 0.328 -0.5018
S -1.578 0.197 1.624 1.0195
N 1.064 -1.311 0.968 -0.0575
H -0.634 5.074 2.480 0.1157
H 0.195 5.597 4.754 0.1220
H 1.946 4.196 5.793 0.1207
H 2.892 2.280 4.561 0.1200
H 0.987 -0.010 3.413 0.1015
H 2.732 -0.267 3.668 0.1042
H 3.277 -2.496 3.207 0.1360
H 3.062 -4.529 1.769 0.1346
H 1.335 -4.509 -0.033 0.1379
H -1.199 -2.900 -0.179 0.1043
H -0.081 -3.192 -1.511 0.1077
H -3.095 -1.352 -2.805 0.1214
H -5.474 -0.874 -2.340 0.1243
H -6.123 0.174 -0.189 0.1259
H -4.401 0.640 1.528 0.1278
C 3.460 3.386 -4.079 -0.1665
Si 2.301 2.188 -4.946 0.5474
C 2.960 0.435 -5.107 -0.1729
C 1.721 2.822 -6.613 -0.1749
C 0.759 2.130 -3.794 -0.1979
C -0.484 2.613 -4.206 -0.0240
C -1.578 2.665 -3.344 -0.0124
C -1.426 2.208 -2.055 -0.1500
N -0.253 1.708 -1.648 -0.3274
C 0.807 1.674 -2.479 -0.7139
S 2.166 0.998 -1.598 0.6723
H 4.343 3.595 -4.685 0.0419
H 3.801 2.985 -3.123 0.0103
H 2.957 4.335 -3.887 0.0419
H 3.784 0.412 -5.823 0.0416
H 2.187 -0.243 -5.475 0.0378
H 3.335 0.048 -4.159 0.0035
H 2.569 2.859 -7.300 0.0437
H 1.309 3.831 -6.557 0.0403
H 0.972 2.167 -7.064 0.0411
H -0.596 2.964 -5.225 0.1096
H -2.530 3.061 -3.667 0.1222
H -2.226 2.251 -1.327 0.1188
O -2.502 -2.442 1.898 0.1630
B -1.611 -1.500 2.347 -0.8309
O -0.791 -1.972 3.334 0.1650
C -1.170 -3.299 3.509 -0.1697
C -0.664 -4.250 4.367 0.0209
C -1.252 -5.509 4.306 -0.0545
C -2.291 -5.793 3.425 -0.0522
C -2.797 -4.825 2.564 0.0280
C -2.211 -3.583 2.637 -0.1734
H 0.136 -4.033 5.061 0.1284
H -0.901 -6.288 4.969 0.1170
H -2.729 -6.782 3.409 0.1176
H -3.607 -5.030 1.877 0.1313

=====

14
Properties=species:S:1:pos:R:3:lowdin_charge:R:1 method="wB97M-V/def2-TZVPD" lumo_energy_ev=-0.09 orbital_gap_ev=8.9 e_homo_ev=-9.01 molar_mass_g_mol=136.12 total_charge=0
C 1.169 -0.611 0.074 -0.3298
C 0.193 1.865 0.008 -0.1644
C -0.727 0.865 -0.018 -0.1869
C -0.207 -0.412 0.009 -0.1498
H 1.086 -2.713 0.084 0.1458
H 2.572 -1.899 0.260 0.0329
H -0.284 2.798 -0.201 0.1084
H -3.094 1.415 -0.162 0.3106
N 1.710 -1.858 -0.090 0.1528
N 1.896 0.504 -0.032 0.0507
N 1.430 1.693 0.030 0.0198
N -2.104 0.560 0.052 -0.0234
N -2.375 -0.730 0.010 -0.0546
N -1.264 -1.478 -0.025 0.0878

=====

87
Properties=species:S:1:pos:R:3:mulliken_spin:R:1 method="wB97M-V/def2-TZVPD" lumo_energy_ev="-8.13 / -7.92" orbital_gap_ev="6.0 / 6.2" spin_multiplicity=2 e_homo_ev="-14.15 / -14.13" molar_mass_g_mol=675.59 total_charge=+2 s_squared=0.757
Ti 0.011 -0.061 -0.061 0.9466
P -0.472 2.400 -0.396 -0.0181
C -1.268 -0.038 1.360 0.0125
O -1.965 -0.045 2.321 0.0843
P -0.614 -2.486 -0.176 -0.0349
C -0.507 3.403 1.141 -0.0032
C -1.971 3.045 -1.223 -0.0087
C 0.927 3.085 -1.379 -0.0159
C 0.978 -3.352 -0.472 -0.0207
C -1.256 -3.368 1.295 -0.0053
C -1.712 -3.009 -1.541 0.0122
C 0.510 4.309 1.482 0.0035
C 0.514 4.912 2.742 0.0004
C -0.531 4.676 3.640 -0.0008
C -1.589 3.838 3.271 -0.0014
C -1.581 3.218 2.022 0.0024
H 1.285 4.560 0.757 -0.0002
H 1.335 5.581 3.014 0.0001
H -0.532 5.156 4.620 0.0000
H -2.428 3.674 3.952 0.0000
H -2.421 2.588 1.727 0.0006
C 2.219 2.609 -1.108 0.0045
C 3.326 3.123 -1.785 0.0046
C 3.149 4.092 -2.778 0.0026
C 1.859 4.525 -3.102 0.0011
C 0.749 4.016 -2.418 0.0021
H 2.373 1.806 -0.380 0.0079
H 4.324 2.758 -1.530 0.0001
H 4.020 4.496 -3.297 0.0002
H 1.718 5.268 -3.890 0.0002
H -0.253 4.347 -2.688 0.0004
C -2.475 4.335 -0.984 -0.0051
C -3.617 4.787 -1.653 0.0000
C -4.266 3.951 -2.566 -0.0007
C -3.780 2.660 -2.797 0.0017
C -2.642 2.204 -2.129 0.0055
H -1.985 4.994 -0.265 -0.0004
H -3.997 5.792 -1.455 -0.0001
H -5.151 4.304 -3.096 0.0000
H -4.291 2.001 -3.504 0.0000
H -2.267 1.192 -2.302 0.0027
C -2.498 -4.029 1.326 -0.0032
C -2.952 -4.603 2.518 0.0012
C -2.192 -4.502 3.688 -0.0017
C -0.959 -3.834 3.660 0.0023
C -0.489 -3.295 2.462 0.0325
H -3.095 -4.109 0.420 0.0002
H -3.906 -5.136 2.531 0.0001
H -2.548 -4.942 4.621 0.0001
H -0.356 -3.741 4.566 0.0001
H 0.491 -2.812 2.435 -0.0119
C 1.971 -2.650 -1.168 0.0343
C 3.232 -3.217 -1.363 0.0099
C 3.502 -4.507 -0.900 0.0001
C 2.511 -5.222 -0.223 0.0002
C 1.254 -4.649 -0.004 -0.0059
H 1.760 -1.653 -1.573 -0.0236
H 4.000 -2.648 -1.892 0.0004
H 4.485 -4.949 -1.072 0.0001
H 2.714 -6.235 0.134 0.0000
H 0.494 -5.212 0.539 0.0001
C -1.423 -4.126 -2.340 -0.0013
C -2.328 -4.537 -3.323 0.0008
C -3.496 -3.803 -3.553 0.0008
C -3.746 -2.641 -2.815 -0.0005
C -2.858 -2.241 -1.815 0.0029
H -0.496 -4.678 -2.187 0.0002
H -2.118 -5.435 -3.909 0.0000
H -4.209 -4.130 -4.311 0.0000
H -4.642 -2.047 -3.011 0.0000
H -3.052 -1.332 -1.240 0.0029
H 2.469 -0.107 -3.288 0.0002
H 1.782 -0.125 -3.602 -0.0005
C 3.999 0.001 1.251 -0.0034
C 2.616 0.095 1.864 0.0052
C 2.479 -1.031 2.868 -0.0016
C 2.478 1.432 2.562 0.0062
O 1.600 -0.034 0.835 -0.0266
H 4.742 0.093 2.052 -0.0005
H 4.181 0.810 0.533 0.0008
H 4.148 -0.961 0.751 0.0004
H 3.262 -0.939 3.630 -0.0008
H 1.509 -0.973 3.371 0.0002
H 2.592 -2.005 2.375 -0.0003
H 2.678 2.252 1.864 0.0005
H 1.477 1.552 2.984 -0.0009
H 3.209 1.511 3.378 -0.0006

=====

16
Properties=species:S:1:pos:R:3:lowdin_charge:R:1 method="wB97M-V/def2-TZVPD" lumo_energy_ev=1.09 orbital_gap_ev=10.6 e_homo_ev=-9.48 molar_mass_g_mol=95.14 total_charge=0
C 2.213 0.006 -0.161 -0.0206
C 0.829 0.543 -0.319 -0.3581
C -0.361 0.535 0.620 -0.2382
C -0.955 1.347 -0.565 -0.1625
N 0.314 1.159 -1.320 0.1171
C -1.477 -1.623 -0.017 0.0113
C -0.914 -0.841 0.901 -0.1419
H 2.891 0.816 0.135 0.0823
H 2.580 -0.413 -1.102 0.0814
H 2.246 -0.765 0.615 0.0767
H -0.222 1.104 1.547 0.1357
H -1.832 0.911 -1.053 0.0989
H -1.150 2.403 -0.345 0.1056
H -1.613 -1.296 -1.048 0.0623
H -1.812 -2.629 0.221 0.0543
H -0.787 -1.219 1.916 0.0959

=====

82
Properties=species:S:1:pos:R:3:mulliken_spin:R:1 method="wB97M-V/def2-TZVPD" lumo_energy_ev="1.38 / 0.98" orbital_gap_ev="3.9 / 3.5" spin_multiplicity=4 e_homo_ev="-2.49 / -2.48" molar_mass_g_mol=674.00 total_charge=-1 s_squared=3.785
Co -1.650 -3.527 -1.573 2.0599
C 1.330 3.498 -4.714 0.0001
O -0.101 3.260 -4.926 0.0001
C -0.397 2.005 -5.507 0.0003
C -1.910 1.678 -5.469 0.0001
N -2.540 2.041 -4.138 0.0007
H -2.237 1.421 -3.400 -0.0001
H -2.224 2.945 -3.815 0.0001
C -4.094 2.065 -4.177 -0.0002
C -4.679 1.926 -2.731 0.0005
O -4.028 2.783 -1.822 0.0000
C -4.508 2.657 -0.484 0.0002
H 1.863 3.372 -5.656 0.0000
H 1.726 2.708 -4.075 0.0000
H 1.486 4.509 -4.338 0.0000
H 0.160 1.268 -4.929 -0.0002
H -0.049 1.993 -6.540 0.0000
H -2.064 0.607 -5.607 0.0001
H -2.469 2.256 -6.204 0.0000
H -4.388 1.301 -4.897 0.0000
H -4.355 3.031 -4.609 0.0000
H -4.565 0.890 -2.413 -0.0004
H -5.762 2.046 -2.754 0.0000
H -4.060 1.778 -0.019 -0.0001
H -5.589 2.627 -0.346 0.0000
H -4.214 3.542 0.081 0.0000
C -5.144 -3.481 -4.723 -0.0001
O -4.523 -3.659 -3.483 0.0020
H -4.507 -3.052 -5.497 0.0003
H -5.368 -4.475 -5.109 0.0001
H -6.039 -2.860 -4.685 0.0000
C -2.845 -2.673 2.539 -0.0262
O -3.005 -3.495 1.412 0.8581
H -3.752 -2.251 2.972 0.0090
H -2.321 -3.161 3.361 0.0191
H -2.199 -1.853 2.224 0.0660
B 0.250 -5.769 -1.841 0.0023
H 0.871 -6.627 -2.047 0.0010
H 0.607 -5.200 -0.997 0.0003
H 0.120 -5.140 -2.708 -0.0013
H -0.758 -6.062 -1.591 0.0014
B -0.674 -0.910 -2.184 0.0175
H -0.239 0.059 -2.374 0.0022
H -0.087 -1.373 -1.407 -0.0038
H -1.700 -0.805 -1.865 -0.0060
H -0.573 -1.553 -3.044 -0.0033
C 4.573 -2.765 6.365 0.0000
C 3.552 -2.030 5.522 0.0000
C 2.945 -2.847 4.354 -0.0001
F 3.819 -3.280 3.427 0.0000
F 2.276 -3.939 4.739 0.0000
F 2.553 -1.712 6.280 0.0000
F 4.057 -0.888 5.114 0.0000
O 5.317 -1.900 7.280 0.0000
C 5.768 -2.532 8.489 0.0000
C 6.511 -1.455 9.379 0.0000
F 5.956 -0.221 9.422 0.0000
F 6.760 -1.897 10.596 0.0000
F 4.739 -3.115 9.091 0.0000
F 6.633 -3.479 8.134 0.0000
H 5.282 -3.206 5.664 0.0000
H 3.988 -3.533 6.870 0.0000
H 2.235 -2.288 3.745 0.0001
H 7.489 -1.382 8.902 0.0000
C -0.659 5.797 1.840 0.0000
C -0.284 4.778 0.762 0.0000
C 0.171 3.560 1.538 -0.0002
O 0.317 4.008 2.896 0.0000
C 0.248 5.393 2.993 0.0000
H -1.713 5.675 2.090 0.0000
H -0.423 6.810 1.516 0.0000
H 0.497 5.171 0.111 0.0000
H -1.083 4.577 0.049 0.0000
H 1.141 3.185 1.209 0.0000
H -0.563 2.756 1.480 0.0003
H 1.246 5.830 3.010 0.0000
H -0.240 5.606 3.944 0.0000
C 3.449 -2.216 -4.091 0.0001
Cl 4.780 -2.716 -3.099 0.0000
Cl 4.100 -1.671 -5.674 0.0000
H 2.780 -3.069 -4.209 0.0000
H 2.982 -1.346 -3.630 0.0000

=====

41
Properties=species:S:1:pos:R:3:lowdin_charge:R:1 method="wB97M-V/def2-TZVPD" lumo_energy_ev=-7.33 orbital_gap_ev=9.9 e_homo_ev=-17.24 molar_mass_g_mol=239.32 total_charge=+2
C -2.415 -1.766 0.230 0.0126
C -1.783 -2.683 -0.803 -0.3652
O -1.991 -3.847 -0.816 0.2041
N -0.710 -2.094 -1.783 -0.0114
H -1.049 -1.259 -2.436 0.2060
H -0.005 -1.587 -1.120 0.0813
C 0.090 -3.038 -2.455 -0.0508
H -3.600 -1.897 0.269 0.1586
H -2.299 -0.651 -0.086 0.0741
H -1.938 -1.860 1.222 0.0835
H -0.677 -3.477 -3.208 0.1547
H 0.641 -3.796 -1.936 0.1181
H 0.773 -2.500 -3.052 0.0863
C 1.936 1.888 3.872 0.0635
C 1.438 1.496 2.496 -0.4008
O 1.755 2.101 1.520 0.1821
N 0.496 0.402 2.386 0.0523
H -0.604 0.668 2.492 0.2723
H 0.479 0.155 1.413 0.0550
C 0.585 -0.711 3.254 -0.0235
H 2.211 0.943 4.433 0.1170
H 1.279 2.406 4.320 0.0212
H 2.977 2.352 3.704 0.1539
H 1.447 -1.138 3.276 0.0562
H -0.131 -1.446 3.158 0.0796
H 0.194 -0.452 4.328 0.1743
C 1.453 1.358 -3.060 0.0411
C 0.509 2.176 -2.179 -0.3632
O 0.745 3.336 -2.098 0.2035
N -0.594 1.482 -1.414 0.0185
H -1.108 0.727 -2.342 0.2957
H -0.309 0.690 -0.784 0.0501
C -1.623 2.207 -0.695 -0.0062
H 2.367 1.822 -3.388 0.1197
H 1.186 1.158 -3.977 0.0361
H 1.637 0.391 -2.673 0.0641
H -2.416 1.772 -0.474 -0.0036
H -2.016 3.080 -1.433 0.1881
H -1.043 2.550 0.151 0.1106
O 0.573 -0.491 -0.153 -0.3265
H 1.526 -0.487 -0.141 0.0174

=====

66
Properties=species:S:1:pos:R:3:lowdin_charge:R:1 method="wB97M-V/def2-TZVPD" lumo_energy_ev=0.18 orbital_gap_ev=6.5 e_homo_ev=-6.30 molar_mass_g_mol=499.57 total_charge=0
C 2.453 3.353 2.836 -0.0634
C 1.885 1.969 2.756 -0.2787
C 2.620 0.982 2.070 -0.0335
C 2.109 -0.289 1.939 -0.0403
C 0.867 -0.650 2.494 -0.1862
C 0.332 -2.004 2.229 -0.0701
N 1.303 -3.106 2.564 -0.2985
O 0.901 -4.154 3.170 0.0268
O 2.490 -3.020 2.128 0.0049
C 0.130 0.341 3.197 -0.0142
C 0.651 1.634 3.313 -0.0517
H 1.894 3.978 3.538 0.0703
H 3.511 3.354 3.145 0.0823
H 2.410 3.864 1.858 0.0728
H 3.631 1.176 1.684 0.1199
H 2.704 -1.116 1.492 0.1146
H -0.715 -2.181 2.507 0.1239
H -0.760 0.032 3.731 0.1055
H 0.117 2.369 3.916 0.1043
C 1.858 -0.232 -3.539 -0.0440
O 0.783 0.539 -2.965 -0.0917
C 1.106 1.745 -2.440 -0.2324
C 2.371 2.350 -2.520 -0.0004
C 2.530 3.642 -1.988 -0.0574
C 1.470 4.321 -1.389 -0.0316
C 0.236 3.672 -1.235 -0.2197
O -0.846 4.145 -0.560 -0.0774
C -0.822 5.558 -0.219 -0.0427
C 0.074 2.401 -1.790 -0.0362
N -1.248 1.765 -1.727 0.0970
C -1.533 0.572 -1.165 -0.0831
C -0.544 -0.274 -0.508 -0.3142
C -1.031 -1.454 0.219 -0.0909
C -0.133 -2.526 0.519 -0.1500
C -0.741 -3.917 0.393 -0.1889
C -0.123 -4.935 -0.368 -0.0211
C -0.601 -6.250 -0.282 -0.0772
C -1.733 -6.537 0.509 -0.0938
C -2.372 -5.520 1.214 -0.0775
C -1.921 -4.190 1.087 -0.0431
O 0.716 -0.073 -0.529 -0.0267
N -2.792 0.243 -1.531 -0.0359
C -3.489 -1.007 -1.320 -0.0142
C -3.339 1.293 -2.224 -0.0224
C -2.383 2.223 -2.392 0.0147
H 1.367 -1.127 -3.941 0.0979
H 2.325 0.349 -4.353 0.0921
H 2.608 -0.528 -2.791 0.1047
H 3.184 1.829 -3.009 0.1012
H 3.509 4.114 -2.083 0.1105
H 1.600 5.338 -1.043 0.1004
H -1.835 5.774 0.119 0.0920
H -0.104 5.753 0.587 0.0936
H -0.568 6.160 -1.100 0.0960
H -1.959 -1.379 0.809 0.0960
H 0.921 -2.384 0.279 0.1259
H 0.746 -4.699 -0.986 0.1148
H -0.163 -7.037 -0.880 0.0950
H -2.146 -7.551 0.547 0.1007
H -3.273 -5.701 1.788 0.0975
H -2.442 -3.367 1.589 0.1077
H -4.359 -0.999 -1.978 0.0882
H -2.860 -1.884 -1.586 0.1123
H -3.844 -1.103 -0.277 0.1008
H -4.347 1.248 -2.538 0.1173
H -2.391 3.105 -2.974 0.1272

=====

79
Properties=species:S:1:pos:R:3:mulliken_spin:R:1 method="wB97M-V/def2-TZVPD" lumo_energy_ev="-7.10 / -6.88" orbital_gap_ev="5.9 / 6.5" spin_multiplicity=4 e_homo_ev="-12.97 / -13.35" molar_mass_g_mol=633.60 total_charge=+2 s_squared=3.855
Tc 1.219 -0.668 -1.604 2.3134
C -0.495 -0.699 0.264 0.0750
C -0.198 -1.789 -0.654 0.2210
C 1.390 -1.764 1.069 0.0050
C 0.402 -0.782 1.344 0.0645
C 1.102 -2.393 -0.202 -0.4129
C -1.759 0.083 0.348 -0.0224
H -2.415 0.011 -0.521 -0.0064
H -1.543 1.144 0.531 -0.0016
H -2.291 -0.332 1.209 0.0048
C 0.147 -0.037 2.602 0.0044
H -0.937 0.038 2.795 -0.0015
H 0.569 0.980 2.553 -0.0048
H 0.604 -0.572 3.436 0.0002
C 2.340 -2.293 2.058 0.0015
H 2.097 -1.938 3.071 0.0007
H 3.367 -1.979 1.797 0.0035
H 2.305 -3.394 2.040 0.0015
C 1.535 -3.773 -0.606 0.0133
H 0.749 -4.431 -0.194 -0.0077
H 2.503 -4.009 -0.144 0.0042
H 1.615 -3.949 -1.699 -0.0141
C -1.251 -2.531 -1.392 0.0719
H -1.605 -3.376 -0.766 0.0057
H -0.855 -2.922 -2.343 -0.0192
H -2.062 -1.816 -1.607 -0.0012
C -0.820 3.914 -1.150 0.0455
C -1.975 3.263 -1.364 -0.0206
C -2.674 3.150 -2.703 -0.0037
C -2.389 1.757 -3.232 0.0340
C -0.856 1.564 -3.391 -0.6093
C 0.073 2.703 -3.514 0.6635
C -0.008 4.165 -3.522 0.0524
C -0.119 4.847 -2.117 0.0580
H -2.325 3.797 -3.537 -0.0008
H -2.797 1.688 -4.234 -0.0019
H -3.768 3.389 -2.643 0.0007
H -0.588 5.847 -2.230 -0.0105
H -0.362 3.730 -0.141 0.0162
H -2.566 2.956 -0.484 0.0013
H 0.913 4.990 -1.766 -0.0072
H 0.937 4.512 -3.994 0.0137
H 1.106 2.344 -3.268 0.0057
H -0.789 4.551 -4.199 0.0064
H -2.778 0.949 -2.602 -0.0011
H -0.465 0.820 -2.556 0.4209
P -0.309 0.779 -5.033 0.1458
C -0.100 2.212 -6.208 -0.0259
C -1.164 -0.323 -6.300 0.0563
P 1.647 -0.915 -3.653 -0.2153
C 1.410 0.330 -4.990 -0.0114
C 1.271 -2.523 -4.420 0.0408
C 3.482 -0.847 -3.931 0.0707
H 0.923 2.585 -6.103 0.0058
H -0.773 3.070 -6.098 -0.0014
H -0.188 1.870 -7.242 0.0024
H -0.851 -0.059 -7.324 0.0046
H -2.258 -0.268 -6.334 -0.0007
H -0.891 -1.373 -6.146 -0.0028
H 3.701 -0.543 -4.964 0.0055
H 3.829 -1.870 -3.769 0.0089
H 4.020 -0.158 -3.265 -0.0157
H 2.003 1.251 -4.837 -0.0039
H 1.726 0.063 -6.019 -0.0011
H 1.921 -3.253 -3.933 0.0031
H 1.484 -2.518 -5.491 0.0023
H 0.244 -2.854 -4.299 -0.0123
Se 3.373 -0.185 -0.565 -0.0521
C 2.787 1.192 0.699 0.0282
C 3.359 1.083 1.975 0.0008
C 3.081 2.081 2.914 0.0048
C 2.330 3.219 2.521 -0.0091
C 1.712 3.248 1.259 0.0161
C 1.953 2.244 0.310 -0.0272
H 4.048 0.264 2.208 0.0005
H 3.462 1.993 3.940 -0.0002
H 2.266 4.076 3.215 -0.0002
H 1.077 4.097 1.007 0.0010
H 1.570 2.297 -0.709 0.0197